[1]
DFT (ωB97M-V/def2-TZVPD) results for a cluster of 6 separate species, C14H39F6N5O8S2 in total at a distorted geometry.

Computed properties:
charge = 0
HOMO level = -0.364 Eh
HOMO-LUMO gap = 0.3768 hartree
2S+1 = 1
molar mass = 583.6 g/mol
LUMO = 0.35 eV

CARTESIAN COORDINATES (ANGSTROEM)
N (-0.878, -0.341, -0.038)
H (-0.234, -0.069, 0.748)
H (-0.445, -1.006, -0.717)
H (-1.063, 0.541, -0.570)
H (-1.775, -0.626, 0.392)
C (-4.179, -2.565, -0.347)
F (-5.312, -2.933, -0.931)
F (-3.733, -3.555, 0.417)
F (-3.269, -2.287, -1.293)
S (-4.521, -1.060, 0.660)
O (-4.573, 0.032, -0.259)
O (-5.695, -1.363, 1.395)
N (-3.114, -0.904, 1.515)
S (-3.454, -1.289, 3.044)
O (-4.134, -0.226, 3.723)
O (-3.900, -2.617, 3.294)
C (-1.730, -1.309, 3.697)
F (-1.251, -0.064, 3.790)
F (-1.686, -1.864, 4.897)
F (-0.923, -2.011, 2.877)
O (-2.492, 1.926, 1.340)
H (-3.331, 2.386, 1.441)
H (-2.721, 0.987, 1.505)
C (0.345, 2.810, -3.203)
C (-0.391, 3.292, -1.966)
C (-1.263, 4.488, -2.318)
O (-0.414, 5.527, -2.757)
C (-1.067, 6.755, -2.886)
N (-1.184, 2.209, -1.373)
H (-0.316, 2.450, -3.990)
H (1.006, 1.988, -2.909)
H (1.009, 3.593, -3.565)
H (0.355, 3.702, -1.280)
H (-1.879, 4.856, -1.488)
H (-1.940, 4.204, -3.146)
H (-1.743, 6.758, -3.750)
H (-0.327, 7.547, -2.987)
H (-1.649, 7.024, -1.990)
H (-1.475, 2.501, -0.435)
H (-2.057, 2.088, -1.883)
C (-0.331, -3.922, 0.053)
C (0.768, -3.163, -0.648)
C (1.838, -4.112, -1.154)
O (2.712, -3.394, -1.984)
C (3.687, -4.222, -2.594)
N (0.183, -2.382, -1.758)
H (0.018, -4.374, 0.981)
H (-0.714, -4.738, -0.567)
H (-1.169, -3.255, 0.252)
H (1.264, -2.460, 0.029)
H (1.380, -4.942, -1.713)
H (2.415, -4.532, -0.320)
H (4.550, -3.594, -2.818)
H (3.323, -4.614, -3.548)
H (3.987, -5.022, -1.916)
H (-0.317, -3.009, -2.390)
H (0.947, -2.081, -2.366)
C (2.431, 1.397, -0.044)
C (2.542, 0.383, 1.093)
C (3.635, 0.804, 2.048)
O (3.660, -0.090, 3.103)
C (4.511, 0.291, 4.146)
N (1.228, 0.287, 1.791)
H (3.397, 1.436, -0.557)
H (2.180, 2.396, 0.320)
H (1.673, 1.116, -0.775)
H (2.838, -0.572, 0.651)
H (3.429, 1.823, 2.430)
H (4.598, 0.892, 1.518)
H (4.426, 1.361, 4.372)
H (5.561, 0.096, 3.884)
H (4.263, -0.300, 5.023)
H (1.418, -0.290, 2.614)
H (1.069, 1.214, 2.192)



[2]
DFT (ωB97M-V/def2-TZVPD) results for a structure of composition C15H20N2OPt at a distorted geometry.

Computed properties:
charge = 0
HOMO level (spin up / spin down) = -0.178 / -0.312 Eh
HOMO-LUMO gap (spin up / spin down) = 0.1868 / 0.2105 hartree
2S+1 = 3
molar mass = 439.4 g/mol
LUMO (spin up / spin down) = 0.24 / -2.75 eV
energy relative to the best compared isomer or geometry (same formula, charge and spin) = 0.000 eV

CARTESIAN COORDINATES (ANGSTROEM)
C (0.197, -5.243, 1.151)
C (-1.331, -5.300, 1.252)
H (0.534, -5.449, 0.129)
H (0.666, -5.981, 1.811)
H (0.576, -4.255, 1.434)
H (-1.795, -4.459, 0.726)
H (-1.723, -6.224, 0.813)
H (-1.661, -5.263, 2.296)
C (2.438, 1.407, -1.115)
C (3.082, 2.273, -1.991)
C (2.354, 3.317, -2.561)
C (1.010, 3.456, -2.234)
H (2.945, 0.573, -0.636)
H (4.133, 2.127, -2.218)
H (2.824, 4.013, -3.249)
H (0.427, 4.261, -2.666)
N (1.140, 1.538, -0.797)
C (0.421, 2.551, -1.345)
C (-0.992, 2.616, -0.939)
N (-1.410, 1.654, -0.064)
C (-2.694, 1.664, 0.343)
C (-3.198, 3.596, -0.980)
C (-3.614, 2.609, -0.087)
H (-2.970, 0.878, 1.037)
H (-4.635, 2.566, 0.277)
C (-1.876, 3.593, -1.405)
H (-1.528, 4.349, -2.099)
H (-3.889, 4.352, -1.339)
Pt (0.021, 0.285, 0.530)
C (-1.255, -0.750, 1.738)
H (-2.072, -1.101, 1.093)
H (-1.624, -0.032, 2.482)
H (-0.802, -1.601, 2.247)
C (3.064, -1.184, 0.851)
C (1.591, -1.170, 1.148)
O (1.276, -2.059, 1.913)
H (3.498, -0.231, 1.233)
H (3.286, -1.395, -0.212)
H (3.584, -1.980, 1.431)



[3]
DFT (ωB97M-V/def2-TZVPD) results for a cluster of 5 separate species, C2H15NO4 in total.

Computed properties:
charge = 0
HOMO level = -0.353 Eh
HOMO-LUMO gap = 0.3836 hartree
2S+1 = 1
molar mass = 117.1 g/mol
LUMO = 0.83 eV
energy relative to the best compared isomer or geometry (same formula, charge and spin) = 0.249 eV

CARTESIAN COORDINATES (ANGSTROEM)
C (-1.097, -2.270, -1.013)
C (-0.631, -2.034, 0.400)
N (0.627, -1.300, 0.390)
H (-1.491, -1.325, -1.397)
H (-1.915, -2.980, -1.094)
H (-0.290, -2.635, -1.670)
H (-0.604, -2.978, 0.947)
H (-1.369, -1.392, 0.871)
H (1.429, -1.899, 0.195)
H (0.822, -0.897, 1.303)
H (2.360, 0.146, -2.232)
H (1.300, -0.582, -1.234)
O (1.499, 0.168, -1.816)
H (-0.565, 3.209, 0.314)
H (-0.105, 3.711, 1.747)
O (-0.660, 3.088, 1.272)
H (-0.170, 1.462, 2.085)
H (-0.128, 0.493, 3.286)
O (0.384, 0.797, 2.536)
H (-0.345, 2.480, -2.192)
H (0.683, 1.965, -1.183)
O (0.267, 2.774, -1.515)



[4]
DFT (ωB97M-V/def2-TZVPD) results for a cluster of 3 separate species, C21H37B2N4O13PS2 in total at a distorted geometry.

Computed properties:
charge = 0
HOMO level = -0.304 Eh
HOMO-LUMO gap = 0.2775 hartree
2S+1 = 1
molar mass = 670.3 g/mol
LUMO = -0.73 eV

CARTESIAN COORDINATES (ANGSTROEM)
C (2.139, -2.436, -0.276)
C (2.008, -1.384, -1.513)
O (0.592, -1.183, -1.702)
B (0.297, -0.413, -2.907)
O (0.924, -0.902, -4.095)
C (-0.792, 0.852, -2.879)
P (0.175, 2.188, -3.738)
O (0.829, 1.763, -5.282)
O (1.611, 2.361, -2.759)
S (-0.510, 3.961, -3.935)
C (-0.829, 1.231, -1.288)
O (-1.162, 2.654, -1.062)
N (-0.334, 3.159, -0.082)
O (0.115, 4.202, -0.427)
C (-1.892, 0.404, -0.418)
C (-1.342, 0.124, 1.091)
C (-2.436, 0.678, 2.162)
C (-2.529, 2.271, 2.198)
O (-3.626, 2.718, 3.066)
S (-2.621, -1.093, -1.219)
O (-1.956, -2.346, -0.677)
O (-4.100, -1.267, -0.956)
O (-2.362, -1.014, -2.834)
C (-2.189, 0.345, -3.429)
C (-3.522, 1.143, -3.187)
C (-3.571, 2.727, -3.346)
C (-5.152, 3.118, -3.356)
N (-6.151, 2.494, -2.451)
O (-5.603, 4.006, -4.130)
C (-2.193, -0.110, -4.998)
B (-2.361, 1.001, -6.128)
O (-3.677, 1.622, -6.302)
O (-1.401, 1.414, -7.135)
H (1.205, -3.110, -0.379)
H (2.056, -1.934, 0.740)
H (3.037, -3.131, -0.391)
H (2.589, -0.444, -1.196)
H (2.562, -1.874, -2.377)
H (1.013, -1.885, -4.042)
H (1.776, 2.038, -5.301)
H (2.336, 1.824, -3.168)
H (0.215, 1.139, -0.807)
H (-2.789, 1.112, -0.250)
H (-1.073, -0.965, 1.269)
H (-0.405, 0.786, 1.226)
H (-2.205, 0.332, 3.230)
H (-3.454, 0.300, 1.783)
H (-2.784, 2.711, 1.158)
H (-1.567, 2.801, 2.519)
H (-4.158, 3.392, 2.584)
H (-4.298, 0.734, -3.942)
H (-4.068, 0.982, -2.181)
H (-3.174, 3.156, -4.315)
H (-3.131, 3.333, -2.489)
H (-5.718, 2.235, -1.544)
H (-6.393, 1.581, -2.890)
H (-1.328, -0.796, -5.271)
H (-3.135, -0.781, -5.070)
H (-3.438, 2.552, -6.550)
H (-1.947, 1.414, -7.962)
N (1.722, -3.244, 3.422)
C (1.585, -4.348, 4.220)
C (2.719, -4.460, 4.987)
C (3.569, -3.380, 4.644)
C (2.927, -2.645, 3.677)
H (1.043, -2.923, 2.752)
H (0.696, -4.958, 4.173)
H (2.914, -5.233, 5.716)
H (4.543, -3.164, 5.058)
H (3.223, -1.751, 3.150)
N (5.923, -1.201, 7.023)
C (5.786, -2.306, 7.822)
C (6.920, -2.418, 8.588)
C (7.770, -1.338, 8.245)
C (7.128, -0.603, 7.279)
H (5.244, -0.879, 6.353)
H (4.897, -2.916, 7.774)
H (7.115, -3.190, 9.317)
H (8.744, -1.122, 8.659)
H (7.424, 0.292, 6.752)



[5]
DFT (ωB97M-V/def2-TZVPD) results for a cluster of 2 separate species, C2H9NOS2 in total at a distorted geometry.

Computed properties:
charge = 0
HOMO level = -0.308 Eh
HOMO-LUMO gap = 0.3095 hartree
2S+1 = 1
molar mass = 127.2 g/mol
LUMO = 0.03 eV
energy relative to the best compared isomer or geometry (same formula, charge and spin) = 1.989 eV

CARTESIAN COORDINATES (ANGSTROEM)
C (-1.851, -1.116, -0.916)
S (-1.246, -2.419, 0.192)
S (0.509, -2.872, -0.957)
H (-1.128, -0.856, -1.858)
H (-2.272, -0.305, -0.201)
H (-2.862, -1.523, -1.291)
H (0.452, -2.004, -1.969)
N (1.871, 1.009, 1.189)
C (0.748, 1.474, 0.409)
O (0.180, 2.599, 1.096)
H (1.593, 0.370, 1.936)
H (2.558, 0.402, 0.705)
H (0.930, 1.769, -0.729)
H (-0.131, 0.798, 0.468)
H (0.649, 2.675, 1.925)



[6]
DFT (ωB97M-V/def2-TZVPD) results for an isolated molecule of C3H4N2OS at a distorted geometry.

Computed properties:
charge = 0
HOMO level = -0.321 Eh
HOMO-LUMO gap = 0.3452 hartree
2S+1 = 1
molar mass = 116.1 g/mol
LUMO = 0.66 eV
energy relative to the best compared isomer or geometry (same formula, charge and spin) = 0.453 eV

CARTESIAN COORDINATES (ANGSTROEM)
C (1.008, -0.337, -0.174)
C (-0.029, -1.375, 0.216)
C (-0.761, 1.355, -0.013)
H (-0.046, -1.476, 1.315)
H (0.287, -2.338, -0.144)
H (-0.881, 2.437, 0.202)
H (1.242, 1.684, -0.325)
N (-1.803, 0.646, 0.003)
N (0.498, 0.972, -0.390)
O (2.170, -0.582, -0.284)
S (-1.685, -0.986, -0.405)



Q: Number 1 is which compound?
A: C14H39F6N5O8S2